Below is a single C5H7NS molecule at a distorted geometry, with properties calculated with wB97M-V/def2-TZVPD.

- total charge = 0
- HOMO (Ha) = -0.287
- SMILES = C#C[C@@H]1CCSN1
- spin multiplicity = 1
- ΔE to the lowest compared entry with this formula, charge and spin (eV) = 3.7718
- Kohn-Sham gap (eV) = 8.7
- strongest force on any atom (eV Å⁻¹) = 5.387

Last column: natural (NBO) charge in e.
Cartesian coordinates (Å):
C (2.7408, 0.0850, -0.3545)  -0.1932
C (1.5858, -0.1774, -0.1931)  -0.0365
C (0.4719, -0.5467, 0.6160)  -0.1430
C (-1.0213, -0.6757, -0.0154)  -0.4131
C (-1.6263, 0.8441, -0.1758)  -0.5538
S (-0.5892, 1.8878, 0.8605)  0.3541
N (0.1030, 0.5739, 1.7504)  -0.7509
H (3.6905, 0.3097, -0.5784)  0.2164
H (0.7376, -1.4597, 1.0322)  0.2274
H (-1.7184, -1.0654, 0.7992)  0.2446
H (-0.9481, -1.0469, -1.1040)  0.2391
H (-1.6199, 1.3741, -1.0876)  0.2209
H (-2.7005, 0.7845, 0.1483)  0.2084
H (1.0092, 0.8622, 2.1521)  0.3795

Cartesian forces (eV/Å) of the 6 atoms listed first:
-2.0339 -0.4211 -0.1526
0.3670 0.4371 0.4107
-4.6098 2.7639 0.3565
0.9142 2.3459 -0.9203
-0.4015 -1.6403 2.0700
0.2059 0.2930 0.3216

=====

Below is a molecular structure, C5H20BaFO5 at a distorted geometry, with properties calculated with wB97M-V/def2-TZVPD.

- total charge = +1
- HOMO (Ha) = -0.417
- spin multiplicity = 1
- ΔE to the lowest compared entry with this formula, charge and spin (eV) = 10.4242
- Kohn-Sham gap (eV) = 7.3
- strongest force on any atom (eV Å⁻¹) = 9.358

Last column: Löwdin charge in e.
Cartesian coordinates (Å):
Ba (-2.3787, 1.2940, 0.8614)  2.4251
F (-0.8669, 0.0740, 0.0988)  -0.6004
C (1.4179, 0.6305, 2.2937)  -0.0866
O (0.1830, 1.0748, 1.7549)  -0.2449
H (1.3087, -0.1935, 2.9988)  0.0988
H (2.0976, 0.2551, 1.5288)  0.0640
H (1.7985, 1.4600, 2.8898)  0.1021
H (-0.0166, 0.6070, 0.9407)  -0.0901
C (-0.2824, 2.7006, -0.1891)  -0.1292
O (-1.2286, 3.0085, 0.8835)  -0.5321
H (-0.3284, 3.4776, -0.9522)  0.1202
H (0.7060, 2.6179, 0.2629)  0.1109
H (-0.3135, 1.7698, -0.7553)  0.0687
H (-0.9496, 3.8121, 1.3285)  0.1389
C (-1.0050, -2.8396, 0.3586)  -0.1123
O (-1.9138, -1.7295, 0.3594)  -0.1455
H (-0.6857, -3.0162, 1.3857)  0.0855
H (-1.4304, -3.7690, -0.0201)  0.1030
H (-0.0708, -2.6799, -0.1798)  0.0541
H (-1.4133, -0.9135, 0.2874)  -0.2111
C (1.9780, 0.0555, -0.8346)  -0.0913
O (1.1326, -1.0665, -0.6779)  -0.1906
H (2.0158, 0.4458, 0.1824)  0.0322
H (2.9677, -0.2506, -1.1734)  0.1147
H (1.5538, 0.8258, -1.4786)  0.0904
H (0.3440, -0.6604, -0.3108)  -0.0022
C (-0.5842, -1.4912, -2.1763)  -0.1152
O (-1.6417, -0.6160, -1.7951)  -0.1474
H (0.1003, -0.7133, -2.5147)  0.0873
H (-0.0045, -1.9728, -1.3888)  0.0325
H (-1.0639, -2.0253, -2.9965)  0.1126
H (-1.4260, -0.1715, -0.9719)  -0.1422

Cartesian forces (eV/Å) of the 6 atoms listed first:
-8.5926 -2.7652 2.4688
5.3275 3.1647 0.0938
0.1522 -0.1951 1.4799
0.7176 0.3421 1.7112
-0.4141 -0.1206 0.0125
0.0479 0.4372 0.8154

=====

Below is a molecular structure, C54H130N9O10Y at a distorted geometry, with properties calculated with wB97M-V/def2-TZVPD.

- total charge = +2
- HOMO (Ha) = -0.395
- spin multiplicity = 1
- Kohn-Sham gap (eV) = 1.1
- strongest force on any atom (eV Å⁻¹) = 3.854

Last column: Löwdin charge in e.
Cartesian coordinates (Å):
Y (-5.7961, -5.7059, 1.4265)  1.1734
C (-1.5896, -0.0513, 0.6496)  -0.0278
C (-2.1857, -1.1514, -0.2902)  -0.4986
C (-1.2174, -1.7860, -1.3025)  -0.0406
O (-2.9283, -2.1387, 0.3648)  -0.0255
H (-0.7519, 0.4219, 0.1374)  0.0752
H (-1.1592, -0.4778, 1.5557)  0.0802
H (-2.4178, 0.6049, 0.9173)  0.0817
H (-2.8643, -0.5633, -0.9080)  0.1693
H (-1.6709, -2.1191, -2.2361)  0.0805
H (-0.6784, -2.6808, -0.9911)  0.0839
H (-0.5632, -0.9571, -1.5726)  0.0773
C (-3.7571, 0.4713, 7.7465)  -0.0578
C (-4.7587, 1.6367, 8.2402)  -0.3702
C (-5.6636, 1.1505, 9.3178)  -0.1810
O (-6.6129, 2.1339, 9.9455)  -0.1998
C (-7.7572, 1.5962, 10.5457)  -0.1326
N (-3.8040, 2.6551, 8.8454)  0.0214
H (-3.5464, -0.2417, 8.5436)  0.0639
H (-2.7811, 0.8772, 7.4805)  0.0618
H (-4.1834, -0.1589, 6.9661)  0.0537
H (-5.3147, 2.0948, 7.4222)  0.1234
H (-5.0063, 0.7072, 10.0658)  0.1221
H (-6.2596, 0.2932, 9.0047)  0.1141
H (-8.4599, 2.3769, 10.8370)  0.0852
H (-7.5873, 1.1153, 11.5090)  0.0874
H (-8.2096, 1.0482, 9.7192)  0.0840
H (-4.1754, 3.1634, 9.6353)  0.0623
H (-3.3001, 3.2483, 8.2017)  0.0619
C (-9.2181, -1.1324, 4.0413)  -0.0740
C (-9.0099, -2.2342, 3.0571)  -0.4691
C (-8.9822, -1.6668, 1.5833)  -0.1380
O (-8.2760, -2.6658, 0.8100)  -0.2749
C (-8.3787, -2.3160, -0.5253)  -0.1558
N (-7.7279, -2.6984, 3.4236)  0.0017
H (-9.5521, -1.4844, 5.0173)  0.0944
H (-10.0825, -0.6177, 3.6217)  0.0896
H (-8.3654, -0.4567, 4.1087)  0.0923
H (-9.6125, -3.1303, 3.2056)  0.1472
H (-8.2949, -0.8329, 1.7263)  0.1264
H (-9.9578, -1.3948, 1.1803)  0.1377
H (-9.1963, -2.8577, -1.0010)  0.0909
H (-7.4847, -2.7368, -0.9855)  0.0743
H (-8.4953, -1.2777, -0.8359)  0.0953
H (-7.2164, -1.8442, 3.5931)  0.0683
H (-8.0298, -3.0451, 4.3229)  0.0782
C (-12.7301, 4.9716, -0.2112)  -0.0873
C (-11.9595, 3.6826, -0.1637)  -0.4422
C (-10.4465, 3.9345, -0.3188)  -0.1682
O (-9.8738, 4.2226, 0.9730)  -0.2425
C (-8.4144, 4.2228, 0.9588)  -0.0755
N (-12.2078, 3.1072, 1.1428)  0.0364
H (-13.8009, 4.7680, -0.2228)  0.0835
H (-12.4490, 5.5362, -1.1002)  0.0755
H (-12.4985, 5.6221, 0.6322)  0.0868
H (-12.3269, 3.0949, -1.0049)  0.1304
H (-10.1687, 4.7301, -1.0101)  0.1290
H (-10.0208, 2.9418, -0.4650)  0.1171
H (-8.0597, 3.5961, 1.7770)  0.0807
H (-8.1668, 5.2211, 1.3197)  0.0803
H (-7.8839, 4.1619, 0.0086)  0.0849
H (-11.4143, 3.4966, 1.6314)  0.0453
H (-12.9588, 3.5785, 1.6264)  0.0667
C (-0.7139, -7.4971, 4.8547)  -0.0543
C (-1.5995, -6.8117, 3.7846)  -0.4130
C (-1.1410, -7.3998, 2.4075)  -0.2542
O (-2.0848, -7.1281, 1.4490)  -0.2620
C (-1.7510, -7.6032, 0.0870)  -0.0648
N (-3.0113, -7.0809, 3.9954)  0.0130
H (-0.7940, -7.0811, 5.8590)  0.0811
H (0.3114, -7.5731, 4.4928)  0.0811
H (-1.0624, -8.5226, 4.9766)  0.0780
H (-1.5410, -5.7233, 3.7782)  0.1359
H (-0.9201, -8.4654, 2.4690)  0.1297
H (-0.1706, -6.9629, 2.1717)  0.1258
H (-1.9370, -8.6355, -0.2093)  0.0817
H (-0.6860, -7.5632, -0.1413)  0.0859
H (-2.3776, -7.0765, -0.6328)  0.0720
H (-3.3284, -6.6407, 4.8474)  0.0725
H (-2.9882, -8.0705, 4.1965)  0.0723
C (4.1616, 5.2878, 8.1361)  -0.0309
C (3.1308, 5.6505, 6.9343)  -0.4579
C (1.6604, 5.4996, 7.2380)  -0.1911
O (0.7614, 5.8556, 6.1833)  -0.1768
C (0.8932, 5.0947, 5.0062)  -0.1213
N (3.4911, 6.8378, 6.2359)  0.0275
H (5.1693, 5.3261, 7.7224)  0.0653
H (3.9605, 4.3736, 8.6946)  0.0635
H (4.0706, 6.0540, 8.9059)  0.0660
H (3.4545, 4.9500, 6.1645)  0.1067
H (1.5052, 6.2200, 8.0412)  0.1318
H (1.5450, 4.5241, 7.7105)  0.1242
H (1.7865, 5.3705, 4.4458)  0.0800
H (0.0827, 5.3220, 4.3137)  0.0831
H (0.7282, 4.0482, 5.2626)  0.0901
H (4.3323, 6.7756, 5.6804)  0.0781
H (2.7848, 7.0682, 5.5516)  0.0618
C (0.5844, -0.2399, -14.9920)  -0.0783
C (-0.0287, -0.6116, -13.6836)  -0.4556
C (0.7970, -0.9602, -12.4046)  -0.1637
O (-0.1247, -1.2388, -11.3619)  -0.2003
C (0.1491, -0.5435, -10.2092)  -0.1431
N (-1.1219, 0.2769, -13.3878)  0.0316
H (1.2930, 0.5588, -14.7732)  0.0718
H (-0.0712, 0.2661, -15.7007)  0.0857
H (1.2879, -0.9933, -15.3463)  0.0843
H (-0.4940, -1.5275, -14.0480)  0.1228
H (1.5516, -0.2339, -12.1027)  0.1173
H (1.4617, -1.8050, -12.5846)  0.1216
H (-0.1944, 0.4635, -10.4459)  0.0958
H (1.1706, -0.7320, -9.8791)  0.0890
H (-0.4380, -0.8789, -9.3543)  0.0824
H (-1.7871, 0.2473, -14.1473)  0.0748
H (-1.6344, -0.0614, -12.5859)  0.0638
C (5.5074, 0.4939, 2.4882)  -0.0266
C (5.8731, -0.4580, 3.7012)  -0.4531
C (6.6311, 0.4550, 4.7511)  -0.1278
C (6.8030, -0.1452, 6.1071)  -0.1903
C (5.5254, -0.7855, 6.7460)  -0.1072
C (4.7399, -1.6993, 5.7435)  -0.4625
N (4.6857, -1.0587, 4.3548)  -0.0610
O (3.8997, -1.8087, 3.3926)  -0.0225
C (5.3761, -3.1164, 5.7593)  -0.0263
C (3.3379, -1.7109, 6.3183)  -0.0730
C (6.7152, -1.6123, 3.1361)  -0.0396
H (6.4415, 0.4554, 1.9277)  0.0697
H (5.2497, 1.5114, 2.7822)  0.0744
H (4.8842, 0.2121, 1.6394)  0.0724
H (7.6624, 0.5285, 4.4058)  0.1222
H (6.1958, 1.4539, 4.7790)  0.1132
H (7.2433, 0.5328, 6.8382)  0.1134
H (7.6512, -0.8280, 6.0571)  0.1047
H (4.8460, 0.0321, 6.9869)  0.1111
H (5.8263, -1.3339, 7.6387)  0.1245
H (4.8969, -3.7195, 6.5305)  0.0810
H (5.0049, -3.7152, 4.9276)  0.0768
H (6.4656, -3.1231, 5.7927)  0.0773
H (3.2899, -1.9421, 7.3824)  0.0886
H (2.8223, -0.7541, 6.2355)  0.0837
H (2.5831, -2.4146, 5.9672)  0.0769
H (6.0948, -2.2898, 2.5494)  0.0851
H (7.2934, -2.1736, 3.8701)  0.0733
H (7.5236, -1.2185, 2.5201)  0.0791
H (3.1172, -1.2582, 3.3135)  0.0962
C (2.6968, 4.7130, -3.4198)  -0.0321
C (1.6820, 5.2807, -4.4914)  -0.4308
C (0.5806, 4.2338, -4.7090)  -0.1327
C (-0.6337, 4.8271, -5.3615)  -0.2244
C (-1.1633, 5.8512, -4.4284)  -0.1255
C (-0.1437, 7.0799, -4.2645)  -0.4989
N (1.2257, 6.6594, -4.0681)  -0.0473
O (2.2416, 7.6385, -3.7462)  0.0415
C (-0.1335, 7.8758, -5.5356)  -0.0327
C (-0.6868, 7.9731, -3.1259)  -0.0172
C (2.5952, 5.5106, -5.7395)  -0.0232
H (3.5927, 5.3047, -3.2319)  0.0861
H (2.8567, 3.6784, -3.7234)  0.0789
H (2.2213, 4.4623, -2.4716)  0.0736
H (0.9258, 3.5486, -5.4833)  0.1311
H (0.2854, 3.8526, -3.7314)  0.1267
H (-1.4057, 4.0601, -5.4240)  0.1194
H (-0.5535, 5.1757, -6.3911)  0.1206
H (-1.5460, 5.4474, -3.4911)  0.1260
H (-1.9903, 6.2088, -5.0419)  0.1225
H (-1.0627, 8.4315, -5.6613)  0.1034
H (0.6604, 8.6132, -5.4163)  0.0833
H (0.1696, 7.3193, -6.4225)  0.0834
H (-0.3394, 7.5454, -2.1854)  0.0901
H (-0.3453, 9.0007, -3.2502)  0.0849
H (-1.7759, 8.0174, -3.1267)  0.0871
H (3.2062, 6.4098, -5.6612)  0.0761
H (1.9216, 5.7678, -6.5569)  0.0742
H (3.2806, 4.7216, -6.0491)  0.0920
H (2.4512, 8.0435, -4.5909)  0.0868
C (9.1946, -5.9118, -6.7381)  -0.0233
C (9.1688, -5.9047, -5.2159)  -0.4671
C (9.8002, -4.5521, -4.7511)  -0.1460
C (8.8160, -3.4029, -4.8488)  -0.1728
C (7.5539, -3.6376, -3.9321)  -0.1001
C (6.8532, -4.9758, -4.4271)  -0.3782
N (7.8400, -6.1324, -4.6942)  -0.0903
O (7.4002, -7.4109, -4.6327)  0.0467
C (5.9425, -5.4796, -3.2453)  -0.0436
C (6.0371, -4.6842, -5.7528)  -0.0173
C (10.1845, -7.0385, -4.7455)  -0.0239
H (9.9204, -5.2553, -7.2181)  0.0945
H (8.2822, -5.4822, -7.1519)  0.0674
H (9.2056, -6.9245, -7.1410)  0.0910
H (10.1382, -4.6941, -3.7246)  0.1157
H (10.7442, -4.2658, -5.2147)  0.1247
H (8.4519, -3.2682, -5.8673)  0.1003
H (9.3669, -2.5114, -4.5493)  0.1126
H (6.9542, -2.7373, -4.0660)  0.1152
H (7.8276, -3.7313, -2.8812)  0.1102
H (5.1591, -4.7872, -2.9371)  0.0828
H (5.4583, -6.4405, -3.4191)  0.0739
H (6.4487, -5.6368, -2.2928)  0.0796
H (5.7164, -5.6322, -6.1849)  0.0873
H (5.1733, -4.0499, -5.5540)  0.0799
H (6.5893, -4.1009, -6.4897)  0.0652
H (10.2752, -7.1020, -3.6611)  0.0776
H (11.2289, -6.8706, -5.0084)  0.0894
H (9.9303, -8.0348, -5.1074)  0.0774
H (7.4753, -7.5742, -3.6897)  0.1189

Cartesian forces (eV/Å) of the 6 atoms listed first:
0.2740 0.4516 0.5064
-0.1852 -0.8400 -0.1100
-0.0776 -2.6505 1.9586
0.1693 0.2908 -0.8026
1.0571 2.0411 -1.0721
-0.3973 0.4526 -0.0974

=====

Below is 2 unconnected molecules or ions with the total composition C5H14 at a distorted geometry, with properties calculated with wB97M-V/def2-TZVPD.

- total charge = 0
- HOMO (Ha) = -0.412
- SMILES = CCC.CC
- spin multiplicity = 1
- ΔE to the lowest compared entry with this formula, charge and spin (eV) = 0.7697
- Kohn-Sham gap (eV) = 12.3
- strongest force on any atom (eV Å⁻¹) = 3.463

Last column: natural (NBO) charge in e.
Cartesian coordinates (Å):
C (1.8409, 1.1023, -0.1655)  -0.6057
C (2.4252, 0.2096, 0.9319)  -0.3916
C (1.4064, -0.5288, 1.7959)  -0.6135
H (2.6412, 1.7144, -0.5697)  0.2095
H (0.9727, 1.6361, 0.2123)  0.2037
H (1.4801, 0.4344, -0.9410)  0.2000
H (3.1629, -0.4950, 0.5463)  0.1951
H (3.0070, 0.8202, 1.6289)  0.1895
H (0.8936, 0.0468, 2.5554)  0.2059
H (0.6571, -1.0852, 1.2134)  0.1990
H (1.9313, -1.3675, 2.2654)  0.2080
C (-2.8086, -0.5767, -1.9566)  -0.6040
C (-2.5883, -0.1244, -0.5196)  -0.6338
H (-1.9972, -0.4493, -2.6598)  0.2043
H (-3.2444, -1.5697, -1.9797)  0.2111
H (-3.5541, 0.1150, -2.3479)  0.1994
H (-2.1594, -0.9406, 0.0781)  0.1978
H (-3.5920, -0.2606, -0.0952)  0.2018
H (-2.1287, 0.7358, -0.0548)  0.2234

Cartesian forces (eV/Å) of the 6 atoms listed first:
0.2429 -1.2343 0.3708
-0.0037 0.5980 0.8646
0.1590 -1.5512 -0.6328
-0.2996 0.4235 -0.1234
0.1880 0.4747 -0.0467
-0.1422 0.0754 -0.3944

=====

Below is a molecular structure, C2HBrF4O at a distorted geometry, with properties calculated with wB97M-V/def2-TZVPD.

- total charge = 0
- HOMO (Ha) = -0.351
- spin multiplicity = 1
- ΔE to the lowest compared entry with this formula, charge and spin (eV) = 1.4961
- Kohn-Sham gap (eV) = 9.2
- strongest force on any atom (eV Å⁻¹) = 6.091

Last column: natural (NBO) charge in e.
Cartesian coordinates (Å):
C (0.8838, -0.6284, 0.0196)  0.4545
C (-0.3082, 0.0679, 0.4869)  0.9129
O (-0.4952, 1.2561, -0.9442)  -0.7628
F (0.4107, -1.4413, -0.9868)  -0.3223
F (1.3623, -1.4715, 0.9407)  -0.3059
F (-0.2059, 0.9068, 1.5439)  -0.2884
F (-1.3756, -0.6215, 0.6115)  -0.2464
Br (-1.9843, 1.9994, -1.2481)  0.3654
H (1.7122, -0.0674, -0.4235)  0.1929

Cartesian forces (eV/Å) of the 6 atoms listed first:
1.4045 -2.1105 -2.3066
-2.0202 5.6316 -0.5624
3.7654 -3.7441 2.9846
0.1197 0.3007 0.0475
0.1579 0.0526 0.9827
0.4221 -1.1961 -1.2993

=====

Below is 2 unconnected molecules or ions with the total composition C8H10ClO2S at a distorted geometry, with properties calculated with wB97M-V/def2-TZVPD.

- total charge = -1
- HOMO (Ha) = -0.157
- spin multiplicity = 1
- ΔE to the lowest compared entry with this formula, charge and spin (eV) = 1.2902
- Kohn-Sham gap (eV) = 7.1
- strongest force on any atom (eV Å⁻¹) = 4.913

Last column: natural (NBO) charge in e.
Cartesian coordinates (Å):
C (-1.0539, 1.4066, -0.7100)  -0.1348
C (-1.7377, 0.3355, -0.1933)  -0.4094
C (0.1518, 1.9015, -0.7602)  -0.3037
C (-1.3337, -0.8511, 0.3699)  0.3996
C (1.3966, 1.5275, -0.2265)  -0.1695
C (1.9664, 0.3247, -0.1116)  -0.2684
C (-2.2939, -1.7377, 1.0209)  -0.6827
C (3.3654, 0.0128, 0.2683)  -0.6472
O (2.0328, -2.1646, -0.7405)  -0.9557
O (-0.0278, -1.2847, 0.4160)  -0.7095
S (1.0989, -1.0363, -0.8287)  1.5119
Cl (-4.9473, 0.2460, -0.5342)  -0.9269
H (-1.7926, 2.0359, -1.1086)  0.2170
H (-2.8688, 0.4532, -0.1505)  0.3061
H (0.2830, 2.9307, -1.1779)  0.1949
H (2.1092, 2.2580, 0.0040)  0.1917
H (-2.0259, -2.8192, 0.8365)  0.2049
H (-3.3228, -1.5794, 0.6817)  0.2907
H (-2.0950, -1.6523, 2.0434)  0.2162
H (3.3132, -0.9252, 0.7995)  0.2440
H (3.8625, 0.8511, 0.7212)  0.2111
H (3.9196, -0.2330, -0.6193)  0.2198

Cartesian forces (eV/Å) of the 6 atoms listed first:
-0.9775 0.5490 -0.8545
-1.7405 -3.8045 2.5762
1.9812 3.0414 -0.4496
0.2116 2.3125 -1.8628
1.1845 -2.0676 0.1646
-0.5466 -0.2884 -0.6171

=====

Among the records above, which one has the highest strongest force on any atom? C5H20BaFO5

=====

Which value of total charge does entry 5 give? 0

=====

The highest strongest force on any atom belongs to which entry? C5H20BaFO5

=====

Among the records above, which one has the highest HOMO? C8H10ClO2S